# 1
Computed, not measured: C20H21BrN3NdO8SeTe as an isolated structure in a non-equilibrium geometry, with wB97M-V/def2-TZVPD.

Each line ends with the Mulliken charge.
Cartesian coordinates (Å):
Nd  8.279  13.880  12.622  1.35
C  9.636  13.074  16.995  -1.45
C  9.743  12.968  15.486  1.11
O  9.040  13.761  14.747  -0.65
C  10.730  12.123  14.923  -0.99
C  11.068  11.823  13.623  0.76
C  11.834  10.684  13.133  -1.29
N  10.495  12.523  12.597  0.22
N  10.845  12.163  11.392  -0.80
C  9.869  12.361  10.437  0.55
O  8.989  13.300  10.420  -0.73
C  10.103  11.549  9.173  0.73
C  11.362  11.145  8.675  -0.42
C  11.391  10.292  7.564  -0.22
C  10.235  9.800  7.006  -0.46
C  9.019  10.270  7.465  -0.42
C  8.874  11.108  8.585  -0.78
H  9.267  12.108  17.517  0.24
H  8.939  13.878  17.165  0.38
H  10.515  13.312  17.558  0.34
H  11.050  11.410  15.686  0.13
H  11.182  9.858  12.758  0.22
H  12.448  10.156  13.818  0.48
H  12.477  11.077  12.350  0.30
H  12.299  11.326  9.289  0.26
H  12.306  10.149  6.923  0.23
H  10.288  9.176  6.099  0.30
H  8.141  9.923  6.954  0.35
H  7.965  11.380  9.091  0.40
Br  6.008  21.298  14.264  -0.20
C  7.413  20.304  13.473  -0.21
C  8.718  20.815  13.580  -0.02
N  9.808  20.223  13.124  -0.64
C  9.704  19.022  12.546  -0.33
C  8.445  18.326  12.473  -0.16
C  7.322  19.065  12.921  0.09
C  8.527  16.808  12.357  1.06
O  7.419  16.166  12.465  -0.79
O  9.654  16.279  12.144  -0.79
H  8.955  21.819  13.952  0.37
H  10.611  18.570  12.283  0.57
H  6.311  18.628  12.859  0.42
C  6.793  8.721  15.644  -0.94
Te  6.069  6.933  14.791  0.21
C  5.426  6.141  16.733  -1.04
H  6.266  9.578  15.249  0.28
H  7.819  8.870  15.383  0.28
H  6.637  8.684  16.706  0.33
H  4.547  5.549  16.718  0.32
H  5.486  6.807  17.590  0.30
H  6.280  5.413  16.851  0.26
O  5.371  10.636  13.229  -0.65
Se  6.233  11.665  12.340  0.94
O  5.979  13.475  12.390  -0.74
O  7.889  11.646  12.967  -0.42
O  6.302  11.385  10.751  -0.63

Results
highest occupied orbital energy (alpha / beta)	-0.92 / -0.93	eV
total charge	-2
multiplicity	4
<S²>	3.7525
E_LUMO (alpha / beta)	3.5 / 3.5	eV
energy relative to the best compared isomer or geometry (same formula, charge and spin)	0.0	kcal per mole



# 2
Computed, not measured: a 5-piece molecular cluster, C16H35BO13 overall, with wB97M-V/def2-TZVPD.

Each line ends with the Mulliken charge.
Cartesian coordinates (Å):
B  -1.004  0.128  4.016  0.26
C  -1.908  -0.600  2.979  -0.87
C  -1.196  -0.785  1.617  -0.28
O  -1.424  0.297  0.739  -0.26
C  -0.756  1.481  1.134  -0.09
C  -0.654  2.385  -0.073  -1.10
H  -1.327  1.143  4.553  -0.08
H  0.075  -0.318  4.269  -0.19
H  -2.859  -0.095  2.798  0.25
H  -2.139  -1.602  3.361  0.38
H  -0.114  -0.910  1.748  0.42
H  -1.568  -1.674  1.108  0.27
H  0.247  1.228  1.506  0.31
H  -1.301  1.973  1.951  0.26
H  -1.644  2.537  -0.502  0.07
H  -0.231  3.352  0.202  0.43
H  -0.014  1.926  -0.825  0.28
C  4.841  -2.450  1.026  -0.67
O  3.536  -1.864  0.963  -0.31
C  2.789  -2.305  -0.052  0.62
O  3.126  -3.123  -0.867  -0.55
O  1.610  -1.690  0.001  -0.04
C  0.689  -2.066  -1.034  -0.65
H  5.321  -1.997  1.888  0.21
H  4.771  -3.528  1.152  0.30
H  5.403  -2.231  0.120  0.30
H  0.468  -3.131  -0.979  0.32
H  1.092  -1.832  -2.017  0.39
H  -0.205  -1.480  -0.846  0.05
C  2.703  -1.085  5.976  -0.50
O  2.542  -1.627  7.293  -0.33
C  1.409  -1.271  7.896  0.82
O  0.561  -0.552  7.436  -0.55
O  1.375  -1.846  9.098  -0.33
C  0.203  -1.542  9.862  -0.62
H  3.663  -1.453  5.628  0.20
H  1.904  -1.426  5.322  0.17
H  2.700  0.003  6.008  0.31
H  -0.690  -1.882  9.343  0.29
H  0.130  -0.470  10.038  0.29
H  0.324  -2.074  10.801  0.21
C  -2.682  5.896  -5.679  -0.65
O  -2.251  4.613  -5.207  -0.29
C  -3.067  4.057  -4.312  0.70
O  -4.087  4.537  -3.893  -0.55
O  -2.554  2.880  -3.957  -0.15
C  -3.329  2.158  -2.992  -0.70
H  -1.925  6.212  -6.390  0.21
H  -3.652  5.817  -6.165  0.30
H  -2.749  6.602  -4.854  0.30
H  -4.318  1.930  -3.385  0.39
H  -3.427  2.729  -2.072  0.28
H  -2.777  1.241  -2.806  0.16
C  -0.094  0.783  -5.275  -0.51
O  0.366  -0.046  -6.351  -0.33
C  0.378  -1.348  -6.079  0.79
O  0.074  -1.857  -5.030  -0.53
O  0.782  -2.002  -7.168  -0.34
C  0.854  -3.423  -7.009  -0.62
H  -0.059  1.799  -5.652  0.22
H  -1.113  0.520  -5.004  0.23
H  0.553  0.673  -4.406  0.28
H  -0.126  -3.829  -6.764  0.29
H  1.558  -3.684  -6.221  0.30
H  1.195  -3.804  -7.966  0.21

Results
SMILES string	COC(=O)OC.COC(=O)OC.COC(=O)OC.COC(=O)OC.BCCOCC
highest occupied orbital energy	-9.86	eV
E_LUMO	0.6	eV



# 3
Computed, not measured: a 9-piece molecular cluster, C64H147N9O13 overall in a non-equilibrium geometry, with wB97M-V/def2-TZVPD.

Each line ends with the Mulliken charge.
Cartesian coordinates (Å):
C  3.443  -21.696  -23.871  -1.87
C  2.632  -20.539  -23.253  1.68
C  3.252  -20.175  -21.795  -1.27
C  3.193  -18.691  -21.487  0.07
C  4.026  -18.026  -22.611  -1.69
C  3.532  -18.215  -24.104  1.86
N  2.809  -19.451  -24.221  0.55
O  2.456  -19.738  -25.547  -0.11
C  2.662  -17.071  -24.597  -1.72
C  4.796  -18.271  -24.911  -2.15
C  1.145  -20.849  -22.972  -1.87
H  3.961  -22.431  -23.255  0.41
H  4.333  -21.305  -24.363  0.45
H  2.984  -22.149  -24.750  0.35
H  2.696  -20.665  -20.995  0.24
H  4.208  -20.698  -21.822  0.51
H  3.661  -18.580  -20.509  0.19
H  2.175  -18.312  -21.396  -0.04
H  5.061  -18.342  -22.476  0.42
H  4.082  -16.945  -22.480  0.55
H  3.273  -16.360  -25.154  0.47
H  1.886  -17.262  -25.338  0.15
H  2.302  -16.402  -23.816  0.35
H  4.622  -18.553  -25.949  0.23
H  5.291  -17.302  -24.976  0.53
H  5.445  -19.013  -24.446  0.48
H  1.141  -21.727  -22.326  0.50
H  0.548  -20.951  -23.879  0.23
H  0.656  -20.060  -22.401  0.24
H  1.637  -19.263  -25.703  0.14
C  -0.535  -20.322  -30.004  -1.35
C  0.199  -18.981  -30.127  1.96
C  1.375  -19.160  -29.054  -0.28
C  2.492  -20.025  -29.514  -0.78
C  2.966  -19.648  -30.893  -1.33
C  1.942  -19.636  -32.036  1.83
N  0.866  -18.680  -31.479  -0.02
O  -0.109  -18.540  -32.425  -0.49
C  2.548  -18.906  -33.239  -2.12
C  1.470  -21.048  -32.485  -1.77
C  -0.585  -17.771  -29.766  -1.53
H  0.110  -21.184  -30.179  0.26
H  -1.434  -20.413  -30.613  0.42
H  -1.094  -20.454  -29.078  0.11
H  1.634  -18.208  -28.591  0.35
H  0.974  -19.823  -28.288  -0.31
H  2.281  -21.082  -29.348  0.32
H  3.409  -19.958  -28.929  0.29
H  3.696  -20.410  -31.166  0.42
H  3.467  -18.681  -30.921  0.31
H  2.008  -19.028  -34.178  0.41
H  2.601  -17.833  -33.058  0.47
H  3.550  -19.162  -33.585  0.41
H  0.525  -21.070  -33.028  0.37
H  2.140  -21.351  -33.290  0.51
H  1.417  -21.870  -31.772  0.32
H  0.030  -16.887  -29.600  0.46
H  -1.018  -17.990  -28.790  0.14
H  -1.392  -17.360  -30.372  0.37
H  -0.059  -17.609  -32.653  0.36
C  -3.590  -16.077  -23.083  -2.18
C  -3.868  -17.486  -23.622  2.60
C  -5.056  -17.393  -24.640  -2.08
C  -5.184  -18.770  -25.315  1.08
C  -3.986  -19.158  -26.082  -1.41
C  -2.697  -19.136  -25.133  2.84
N  -2.605  -17.859  -24.329  -0.01
O  -1.545  -17.862  -23.440  0.10
C  -2.759  -20.553  -24.335  -1.66
C  -1.531  -19.306  -26.038  -2.09
C  -4.255  -18.348  -22.382  -0.98
H  -3.020  -15.415  -23.735  0.55
H  -3.153  -16.044  -22.085  0.00
H  -4.566  -15.598  -23.002  0.58
H  -5.946  -17.099  -24.083  0.64
H  -4.774  -16.679  -25.414  0.45
H  -5.930  -18.644  -26.100  -1.14
H  -5.568  -19.573  -24.686  0.33
H  -3.904  -18.441  -26.899  0.26
H  -4.156  -20.216  -26.284  0.54
H  -3.766  -20.669  -23.935  0.35
H  -2.558  -21.471  -24.886  0.30
H  -2.217  -20.411  -23.400  0.15
H  -1.049  -18.403  -26.412  0.71
H  -0.776  -19.944  -25.579  -0.40
H  -1.652  -19.877  -26.959  0.05
H  -5.086  -17.871  -21.862  -0.27
H  -3.349  -18.386  -21.777  0.20
H  -4.478  -19.409  -22.502  0.09
H  -1.133  -17.048  -23.736  0.21
C  -7.749  -20.275  -28.559  -1.57
C  -8.767  -19.657  -29.569  1.86
C  -9.193  -20.941  -30.397  -1.39
C  -10.460  -20.848  -31.255  -0.90
C  -11.570  -20.014  -30.593  -1.23
C  -11.170  -18.786  -29.767  1.76
N  -9.943  -19.105  -28.968  0.09
O  -9.583  -18.138  -28.053  -0.18
C  -11.075  -17.473  -30.682  -1.34
C  -12.233  -18.574  -28.749  -2.16
C  -8.026  -18.676  -30.523  -1.73
H  -7.459  -19.568  -27.782  -0.08
H  -6.884  -20.682  -29.084  0.45
H  -8.110  -21.021  -27.851  0.47
H  -8.364  -21.286  -31.015  0.45
H  -9.420  -21.754  -29.708  0.48
H  -10.756  -21.789  -31.720  0.41
H  -10.039  -20.296  -32.095  0.36
H  -12.229  -20.628  -29.978  0.48
H  -12.209  -19.657  -31.399  0.43
H  -11.025  -16.508  -30.178  -0.03
H  -10.331  -17.533  -31.477  0.39
H  -12.017  -17.297  -31.201  0.50
H  -13.214  -18.663  -29.214  0.50
H  -12.334  -19.275  -27.920  0.46
H  -12.243  -17.576  -28.310  0.33
H  -7.022  -19.070  -30.684  0.47
H  -7.963  -17.615  -30.280  0.08
H  -8.357  -18.843  -31.548  0.44
H  -9.741  -18.578  -27.214  0.27
C  -7.740  -18.008  -20.822  -0.27
O  -8.519  -16.857  -20.532  -0.47
C  -7.784  -15.734  -20.129  0.62
C  -8.612  -14.422  -20.138  -0.43
N  -9.886  -14.433  -19.341  -0.42
C  -9.575  -14.896  -17.996  0.00
C  -10.846  -14.810  -17.216  -1.08
O  -12.002  -15.541  -17.518  -0.39
C  -11.934  -16.916  -17.411  -0.74
H  -6.890  -18.090  -20.145  0.00
H  -7.341  -18.113  -21.832  0.11
H  -8.374  -18.893  -20.775  0.37
H  -6.880  -15.586  -20.719  -0.01
H  -7.402  -15.955  -19.133  -0.14
H  -8.990  -14.180  -21.131  0.40
H  -8.004  -13.582  -19.803  -0.22
H  -10.381  -15.222  -19.733  0.35
H  -8.878  -14.332  -17.377  0.27
H  -9.256  -15.929  -17.856  0.26
H  -11.244  -13.796  -17.200  0.37
H  -10.559  -14.899  -16.167  0.52
H  -11.699  -17.355  -18.380  0.24
H  -13.001  -17.125  -17.335  0.28
H  -11.457  -17.252  -16.491  0.34
C  1.501  -15.247  -18.798  -0.77
O  0.410  -16.110  -18.397  -0.31
C  -0.719  -16.002  -19.273  -1.06
C  -1.939  -16.952  -19.004  0.56
N  -2.277  -16.919  -17.604  -0.05
C  -3.255  -17.878  -17.161  -1.31
C  -4.530  -17.992  -17.899  -0.24
O  -5.109  -16.700  -18.123  0.02
C  -5.300  -15.760  -17.022  -1.15
H  2.211  -15.697  -19.492  0.22
H  2.174  -15.185  -17.942  0.31
H  1.257  -14.218  -19.060  0.35
H  -0.287  -16.146  -20.263  0.43
H  -1.128  -14.995  -19.346  0.60
H  -1.756  -17.943  -19.421  -0.35
H  -2.748  -16.543  -19.608  -0.10
H  -1.391  -17.021  -17.131  0.29
H  -3.470  -17.461  -16.177  0.62
H  -2.942  -18.915  -17.041  0.32
H  -5.271  -18.528  -17.307  0.54
H  -4.485  -18.465  -18.880  -0.05
H  -5.675  -16.236  -16.116  0.38
H  -5.973  -14.911  -17.140  0.31
H  -4.345  -15.433  -16.611  0.42
C  -7.016  -6.641  -19.921  -0.72
O  -7.722  -7.716  -20.580  -0.34
C  -8.390  -8.632  -19.800  -0.52
C  -7.459  -9.679  -19.124  -0.96
N  -6.805  -10.697  -19.960  0.07
C  -5.849  -10.295  -20.985  -0.52
C  -5.845  -11.303  -22.170  -0.87
O  -5.788  -12.731  -21.855  -0.11
C  -4.758  -13.131  -21.031  -0.48
H  -6.623  -5.921  -20.638  0.25
H  -6.305  -6.990  -19.172  0.28
H  -7.825  -6.095  -19.436  0.33
H  -9.144  -9.215  -20.329  0.34
H  -9.022  -8.058  -19.123  0.41
H  -8.106  -10.033  -18.322  0.36
H  -6.655  -9.206  -18.559  0.41
H  -7.446  -11.462  -20.113  0.15
H  -4.860  -10.215  -20.534  0.29
H  -6.152  -9.363  -21.463  0.35
H  -4.907  -11.085  -22.681  0.37
H  -6.736  -10.984  -22.712  0.39
H  -4.969  -14.177  -20.806  -0.24
H  -4.512  -12.794  -20.024  0.38
H  -3.805  -12.990  -21.542  0.44
C  2.399  -18.976  -17.224  -0.45
O  1.989  -20.180  -17.605  -0.46
C  0.666  -20.217  -18.140  0.00
C  0.183  -21.720  -18.343  -0.97
N  -1.222  -22.011  -18.806  -0.32
C  -1.426  -21.556  -20.266  0.02
C  -2.884  -21.990  -20.621  -0.93
O  -3.998  -21.470  -19.889  -0.16
C  -5.193  -22.107  -20.187  -0.88
H  3.271  -18.668  -17.802  0.22
H  2.764  -18.959  -16.197  0.29
H  1.635  -18.222  -17.409  0.08
H  0.612  -19.504  -18.962  0.19
H  -0.068  -19.783  -17.461  0.47
H  0.288  -22.421  -17.515  0.40
H  0.777  -22.061  -19.191  0.28
H  -2.029  -21.876  -18.214  0.28
H  -0.770  -22.199  -20.853  0.16
H  -1.199  -20.500  -20.408  0.16
H  -2.829  -23.078  -20.590  0.54
H  -3.032  -21.837  -21.691  0.29
H  -5.577  -21.876  -21.181  0.29
H  -5.975  -21.784  -19.500  0.27
H  -5.100  -23.192  -20.143  0.36
C  -10.833  -13.743  -27.605  -1.27
C  -9.300  -13.659  -27.593  0.35
C  -8.632  -15.110  -27.619  -0.53
O  -7.299  -14.935  -27.495  -0.55
C  -6.591  -16.139  -27.724  -0.83
N  -8.637  -12.742  -28.577  -0.68
H  -11.074  -14.357  -28.473  0.19
H  -11.230  -12.747  -27.798  0.42
H  -11.202  -14.062  -26.631  0.38
H  -9.075  -13.170  -26.646  0.23
H  -8.808  -15.743  -28.489  0.20
H  -9.108  -15.647  -26.800  0.33
H  -6.461  -16.413  -28.771  0.37
H  -6.951  -16.895  -27.027  0.33
H  -5.570  -16.053  -27.353  0.46
H  -8.052  -13.503  -28.890  0.33
H  -9.277  -12.498  -29.319  0.26

Results
SMILES string	CC1(C)CCCC(C)(C)N1O.CC1(C)CCCC(C)(C)N1O.CC1(C)CCCC(C)(C)N1O.CC1(C)CCCC(C)(C)N1O.COC[C@H](C)N.COCCNCCOC.COCCNCCOC.COCCNCCOC.COCCNCCOC
highest occupied orbital energy	-7.74	eV
E_LUMO	0.3	eV
energy relative to the best compared isomer or geometry (same formula, charge and spin)	79.7	kcal per mole



# 4
Computed, not measured: ArH20HeO10 as an isolated structure, with wB97M-V/def2-TZVPD.

Each line ends with the Mulliken charge.
Cartesian coordinates (Å):
He  -2.335  -0.853  1.161  0.03
Ar  0.068  -0.066  0.006  -0.01
O  -1.401  -2.745  -0.453  -0.58
H  -0.819  -3.450  -0.736  0.31
H  -0.909  -2.287  0.229  0.24
O  -1.036  -0.461  3.781  -0.72
H  -1.269  -1.245  3.283  0.33
H  -1.632  -0.467  4.530  0.33
O  -0.572  -0.539  -3.372  -0.61
H  -0.084  -1.203  -2.885  0.40
H  -1.414  -0.482  -2.921  0.30
O  0.250  2.553  -2.999  -0.63
H  -0.342  2.982  -2.381  0.29
H  0.120  1.617  -2.845  0.33
O  -2.740  0.872  -1.987  -0.56
H  -3.308  0.901  -1.217  0.28
H  -3.305  1.137  -2.712  0.28
O  -2.636  1.610  2.895  -0.64
H  -2.118  2.392  2.708  0.31
H  -2.002  0.979  3.237  0.38
O  1.422  3.183  0.503  -0.58
H  0.654  3.017  1.049  0.29
H  2.166  2.942  1.055  0.29
O  1.531  -1.962  -2.319  -0.70
H  1.653  -1.594  -3.195  0.32
H  1.957  -1.335  -1.734  0.36
O  2.770  -1.831  2.779  -0.62
H  3.168  -1.563  3.607  0.31
H  1.827  -1.772  2.936  0.30
O  3.210  -0.119  -0.979  -0.65
H  4.030  -0.595  -0.849  0.32
H  3.094  0.385  -0.174  0.28

Results
highest occupied orbital energy	-10.34	eV
E_LUMO	-0.1	eV
energy relative to the best compared isomer or geometry (same formula, charge and spin)	12.7	kcal per mole